[1]
76
Properties=species:S:1:pos:R:3:forces:R:3 method="wB97M-V/def2-TZVPD" charge=0 spin_multiplicity=1 total_energy_ha=-3147.72763 e_lumo_ev=-1.6
C 3.734525 -0.045679 1.409543 -0.444 -0.009 0.088
Si 2.454157 0.117776 0.024533 0.412 -0.142 -0.007
C 2.783478 1.732760 -0.893259 -0.080 -0.176 0.176
C 2.643609 -1.391146 -1.063953 -0.030 0.352 0.002
P 0.474085 0.185412 1.153274 0.597 -0.016 -0.641
F -0.959596 0.237079 2.003952 -0.208 -0.014 0.136
N -0.445028 0.122428 -0.340024 -0.193 0.098 0.240
C -1.460896 0.798323 -0.402613 0.251 0.075 0.268
O -2.392106 1.479949 -0.465453 -0.284 -0.036 -0.315
H 4.286019 -0.978078 1.312637 0.193 0.024 -0.071
H 3.267976 -0.085898 2.398168 -0.021 0.090 0.079
H 4.413907 0.804088 1.400862 0.156 -0.027 0.040
H 3.762419 2.106137 -0.594947 0.058 0.056 -0.018
H 2.047347 2.486402 -0.614043 -0.041 0.123 -0.115
H 2.788265 1.616250 -1.974552 -0.136 0.011 -0.079
H 2.547103 -2.296684 -0.466469 -0.053 -0.118 -0.052
H 3.654786 -1.366523 -1.469908 0.080 -0.125 -0.027
H 1.953582 -1.418008 -1.904941 -0.131 -0.060 0.024
H 0.803039 -0.951962 1.928232 -0.129 -0.049 0.114
H 0.792286 1.437202 1.730024 -0.075 0.000 0.197
O 5.425629 -2.503873 3.025583 -0.033 -0.180 0.024
C 5.641674 -2.095777 4.152749 0.067 0.250 -0.029
C 6.141937 -0.773198 4.459325 -0.008 -0.006 -0.119
C 6.354173 -0.437315 5.739914 0.004 0.043 -0.098
O 6.807644 0.744468 6.124169 0.010 0.008 0.040
C 6.090658 -1.396527 6.878832 -0.083 -0.211 0.020
O 6.333580 -0.995348 8.001943 0.025 0.104 -0.015
C 5.570087 -2.712697 6.571980 0.014 0.014 0.118
C 5.355156 -3.046714 5.291842 -0.011 -0.041 0.096
O 4.881492 -4.221689 4.907877 -0.003 -0.011 -0.042
H 6.327829 -0.095466 3.638243 0.008 0.014 0.015
H 6.867248 0.707639 7.099935 -0.003 -0.028 0.015
H 5.370489 -3.386661 7.392783 -0.001 -0.019 -0.017
H 4.832112 -4.187577 3.931805 0.015 0.023 -0.015
O -6.313812 1.123017 -2.426669 -0.096 -0.010 -0.061
C -6.470449 0.329763 -1.513124 0.130 -0.006 0.171
C -5.760391 0.371660 -0.255726 0.112 -0.002 -0.075
C -6.012023 -0.570158 0.665157 0.034 0.078 -0.029
O -5.412412 -0.618687 1.844400 -0.012 -0.032 0.023
C -7.016168 -1.676011 0.437070 -0.150 -0.054 -0.162
O -7.157265 -2.488862 1.332578 0.061 0.041 0.080
C -7.744700 -1.703852 -0.814976 -0.035 -0.091 0.073
C -7.492892 -0.762901 -1.735332 -0.059 -0.090 0.016
O -8.103246 -0.700850 -2.908708 0.003 0.025 -0.032
H -5.042287 1.160515 -0.098054 0.024 -0.020 -0.011
H -5.779679 -1.399252 2.304331 -0.013 -0.020 -0.016
H -8.471611 -2.489140 -0.965907 0.001 0.006 -0.025
H -7.722823 0.072801 -3.370664 0.032 0.014 0.011
O -9.999000 4.326300 -1.978145 -0.073 0.091 0.007
C -9.136006 4.552079 -1.149151 0.166 -0.173 -0.020
C -7.975773 3.714718 -0.927400 -0.102 -0.103 -0.107
C -7.097502 4.056539 0.025189 -0.021 -0.019 -0.053
O -6.005125 3.366272 0.314572 -0.010 0.192 0.092
C -7.278785 5.291711 0.879138 -0.156 0.164 0.017
O -6.430291 5.502196 1.726848 0.077 -0.074 -0.027
C -8.428469 6.139858 0.643703 0.063 0.043 0.084
C -9.305659 5.797733 -0.310290 0.024 0.079 0.075
O -10.385999 6.503723 -0.604350 -0.031 -0.012 -0.026
H -7.854441 2.839214 -1.549460 0.053 0.038 0.003
H -5.572203 3.861142 1.042010 0.015 -0.040 -0.003
H -8.540984 7.027242 1.250099 -0.024 0.001 -0.008
H -10.834507 6.021298 -1.327480 0.010 -0.032 -0.009
O 5.262124 -2.776594 -2.705654 0.096 -0.094 0.029
C 5.785678 -2.747605 -3.805253 -0.053 0.195 -0.102
C 5.672798 -1.646624 -4.737437 -0.063 0.026 0.108
C 6.282989 -1.735268 -5.928077 -0.059 0.070 0.055
O 6.241324 -0.785520 -6.847535 0.016 -0.007 -0.037
C 7.085776 -2.951029 -6.333691 0.061 -0.198 0.096
O 7.584097 -2.933943 -7.444011 -0.019 0.102 -0.035
C 7.214902 -4.043473 -5.392295 0.061 -0.025 -0.101
C 6.606941 -3.953089 -4.201059 0.057 -0.071 -0.057
O 6.664449 -4.894653 -3.272868 -0.022 0.003 0.035
H 5.095187 -0.782643 -4.440644 -0.001 0.007 -0.028
H 6.763843 -1.118417 -7.604712 0.008 -0.030 -0.002
H 7.802337 -4.902175 -5.684410 -0.011 -0.013 0.020
H 6.133426 -4.566126 -2.520053 -0.017 0.023 -0.004



[2]
61
Properties=species:S:1:pos:R:3:forces:R:3 method="wB97M-V/def2-TZVPD" charge=0 spin_multiplicity=6 total_energy_ha=-3085.90288 s2=8.807 de_lowest_kj_mol=219.3 e_lumo_ev="0.5 / 0.3"
C 0.202549 2.305796 2.366847 -0.760 -0.186 0.025
C 0.185205 2.348252 0.936174 -1.218 0.141 0.339
C -1.126697 1.936416 0.498516 0.426 0.236 1.071
H 0.972549 2.726180 0.296130 -0.040 -0.218 0.102
C -1.912721 1.618598 1.665426 0.983 1.690 0.959
C -1.093681 1.849204 2.851324 -0.764 1.642 -1.841
H -1.399393 1.731996 3.883271 0.134 -0.117 -0.193
H 1.034155 2.604852 2.981838 -0.005 -0.030 -0.029
H -1.488674 1.989285 -0.518981 0.082 -0.266 0.089
H -2.940251 1.297924 1.671976 -0.021 -0.113 -0.036
Mn -0.229852 0.335928 1.737502 1.185 -0.667 0.512
C 0.708883 -0.907096 -0.805304 0.890 -0.523 3.215
H -0.208810 -0.469197 -0.337738 0.599 -0.307 -1.136
H 1.015805 -1.638778 -0.007763 0.117 -0.050 0.068
H 1.569753 -0.172881 -0.764317 -0.843 -0.972 -0.369
Si 0.517251 0.460861 -2.673213 -0.982 -0.538 -2.052
C 1.758757 -0.279572 -3.886999 0.440 0.309 0.323
C 2.739022 0.640976 -4.281003 0.400 -0.303 -0.426
H 2.680696 1.652767 -3.874216 0.227 -0.211 -0.215
C 3.742255 0.289886 -5.196334 -0.269 0.370 0.272
H 4.468543 1.056586 -5.499167 -0.249 -0.511 0.083
C 3.775293 -1.001254 -5.718366 -0.219 0.196 0.310
H 4.554795 -1.262369 -6.413299 0.098 -0.135 -0.177
C 2.815470 -1.943847 -5.339032 -0.331 0.116 0.262
H 2.844573 -2.956440 -5.768640 -0.045 0.545 0.286
C 1.811060 -1.587304 -4.421796 0.176 0.248 -0.198
H 1.049307 -2.325785 -4.157115 0.216 0.207 -0.019
C -1.053443 0.631371 -3.636256 -1.008 0.639 -0.711
C -0.993948 0.801429 -5.047895 -0.185 0.307 0.310
H -0.117003 0.430550 -5.592969 -0.285 0.358 0.246
C -1.996071 1.499698 -5.731957 -0.198 -0.466 0.592
H -1.895580 1.689150 -6.802727 -0.093 -0.045 0.338
C -3.122230 1.948492 -5.021293 0.028 0.182 0.101
H -3.881117 2.548359 -5.539019 0.288 -0.321 0.242
C -3.281351 1.653135 -3.655620 0.184 -0.387 -0.428
H -4.183953 1.965433 -3.123181 0.278 -0.123 -0.236
C -2.278933 0.943837 -2.983326 0.539 0.291 -0.459
H -2.399586 0.667629 -1.928773 0.047 0.303 -0.362
H 0.925955 1.702244 -2.050206 0.355 0.660 -0.082
H 0.560956 -1.567654 -1.642202 0.008 -0.054 -0.282
N 0.028234 -2.398246 4.723068 1.159 0.740 0.012
C 0.669355 -1.457230 5.553431 -1.125 -0.249 0.312
C 0.709991 -1.449680 6.942227 0.710 0.677 -0.199
C 1.044228 -0.226621 7.562048 -0.181 -0.224 -0.215
C 1.254647 0.929799 6.789705 0.468 -0.173 -0.053
C 1.220873 0.905499 5.386437 -0.081 -0.729 0.289
C 0.893433 -0.311297 4.766101 -0.861 -0.072 -0.450
N 0.420395 -0.575085 3.475287 0.392 -0.239 -0.659
C -0.114557 -1.835137 3.478367 -0.820 0.151 -0.065
C -1.057788 -2.245931 2.498825 0.319 1.600 -0.154
C -1.888835 -3.346888 2.411728 0.015 -0.862 0.334
S -3.092370 -3.116585 1.184897 0.013 -0.092 0.114
C -2.488611 -1.566703 0.831929 2.469 0.522 1.711
N -1.405840 -1.225606 1.577505 -1.924 -2.110 -1.073
H -0.306885 -3.287582 4.997575 -0.241 -0.553 0.226
H 0.500159 -2.360037 7.491740 -0.053 0.171 0.142
H 1.098816 -0.168900 8.655122 -0.029 -0.010 -0.501
H 1.496481 1.867367 7.301325 -0.124 -0.355 -0.217
H 1.378755 1.785044 4.782090 -0.015 0.093 0.200
H -1.764626 -4.229200 3.028334 -0.441 -0.005 -0.405
H -2.925368 -0.901644 0.091977 0.161 -0.178 0.155